# 1
{
  "formula": "C29H52F2NO5",
  "method": "ωB97M-V/def2-TZVPD",
  "homo_lumo_gap_ev": 6.50,
  "e_homo_ha": -0.39589,
  "charge": 1,
  "elements": ["H", "C", "H", "H", "C", "C", "C", "H", "O", "H", "H", "H", "C", "H", "H", "H", "H", "C", "H", "H", "H", "H", "O", "O", "C", "C", "H", "H", "C", "H", "C", "H", "C", "H", "C", "H", "C", "C", "C", "O", "C", "H", "H", "C", "H", "N", "C", "H", "H", "C", "H", "C", "H", "H", "H", "H", "C", "C", "H", "H", "H", "F", "H", "H", "H", "H", "O", "C", "H", "H", "H", "H", "F", "C", "H", "H", "H", "H", "H", "H", "H", "H", "C", "H", "C", "C", "H", "C", "C"],
  "positions_angstrom": [[-0.196550, 4.874616, -6.375602], [-1.871741, -5.746793, 1.232450], [-2.780647, -7.073551, 2.612154], [-1.238107, 3.144374, -8.841683], [-1.600526, -2.295573, 1.010209], [-2.911955, -6.054557, 2.240435], [0.764386, 4.004764, -4.618743], [0.224042, 1.200741, 2.099537], [-0.679146, 0.467519, 0.388242], [-2.741618, -0.118385, 5.407199], [5.374860, 3.546285, 3.888792], [-3.872819, -6.021880, 1.721145], [4.502993, 2.296532, 2.359424], [-1.312595, -5.955179, 4.423428], [-1.970832, -2.460944, 6.616527], [1.414203, 4.884311, -4.576391], [2.097332, 0.971212, 0.634392], [-0.437107, 4.250144, -5.518340], [-1.213082, -4.510763, -1.626449], [0.397016, 2.203687, -1.584199], [-3.640265, -0.723390, 6.812338], [-2.343399, -1.533639, 1.112828], [0.806960, 3.239255, -8.598787], [-2.271017, 0.762274, 7.205918], [-2.988777, -5.024661, 3.380710], [-0.970585, -3.263964, 0.692271], [-2.467086, 4.805704, -4.860450], [0.042422, -6.468560, 1.007826], [-1.593329, -1.448711, 6.723648], [-3.058452, -5.669099, -0.437637], [-1.776315, -4.972443, 4.305876], [-1.457693, 0.855615, 9.096271], [5.338311, 2.489430, 3.617733], [-1.876736, -1.500159, 8.864593], [-0.965637, -5.193285, -0.821091], [6.360187, 2.132380, 3.502717], [-0.083888, 0.214775, -0.889120], [-0.337569, 3.267560, -9.454460], [3.100067, 2.018364, 4.211585], [0.243477, 3.758417, -3.306111], [-0.171581, 2.109955, -10.429692], [4.722079, 2.008506, 5.678582], [1.363094, 3.148422, -4.930640], [-1.143379, 4.105330, -3.266113], [4.728771, 0.641652, 4.558978], [-2.136290, -5.600447, -0.027153], [-2.657131, -0.389993, 6.461225], [-0.289309, 0.856850, 7.763110], [-1.192477, 5.939237, -4.401797], [0.901638, 1.348253, -1.136409], [-1.735656, 3.182954, -3.223639], [-0.191151, -4.456444, 0.321262], [4.587414, 3.128302, 1.659475], [-0.387054, 4.238163, -9.948341], [1.719354, 1.059133, -1.794991], [2.443098, 2.216902, -9.321848], [1.346918, 1.683001, 0.286711], [-1.428152, 4.882566, -4.543618], [1.142231, 0.360017, -10.162695], [0.429155, -0.755879, -0.849162], [1.773348, 1.604545, -7.798559], [1.090157, -4.139609, 0.041193], [-0.089896, 0.571878, -8.913556], [-3.132910, -4.034307, 2.948039], [2.396766, 1.219420, 4.452206], [-0.871277, 0.159395, -1.644149], [3.144129, 2.188145, 2.791945], [4.525614, 1.711169, 4.649996], [-1.122852, 1.736300, -10.804780], [-1.047855, -4.247906, 3.937151], [-0.829232, 3.301466, -5.892130], [2.737076, 2.946166, 4.665264], [-2.181060, -4.519052, 5.546400], [0.596256, 1.100020, -9.579879], [-0.544611, 2.414331, 1.059849], [1.758361, 2.683169, 0.394184], [-1.339212, 4.682545, -2.361564], [-3.868413, -5.241506, 3.984088], [4.780596, 1.374264, 1.836323], [0.434069, 2.418816, -11.283860], [-0.754110, -1.318634, 6.034147], [0.009789, -5.368213, 2.392888], [-0.402432, -5.547410, 1.409187], [-0.170552, -1.471025, 8.409020], [-1.228731, 0.422814, 8.122627], [1.515490, 2.011499, -8.777564], [-0.416998, -6.083390, -1.125145], [-1.159421, -1.099004, 8.145820], [0.057234, 1.500400, 1.064743]],
  "forces_ev_per_angstrom": [[0.013, -0.009, -0.011], [-0.065, -0.240, -0.088], [0.198, 0.012, 0.087], [-0.021, 0.001, -0.032], [-0.634, -0.261, -0.425], [-0.431, 0.250, -0.207], [0.042, 0.084, 0.014], [-0.024, -0.039, -0.002], [-0.067, -0.112, -0.011], [-0.002, 0.039, 0.004], [0.002, 0.002, -0.009], [-0.021, -0.210, 0.015], [0.006, -0.060, -0.015], [0.017, -0.008, 0.122], [-0.024, -0.031, 0.031], [0.010, -0.004, -0.033], [0.013, 0.022, 0.028], [-0.090, -0.061, 0.008], [-0.204, -0.263, -0.185], [0.045, -0.041, -0.049], [0.000, -0.036, -0.033], [0.432, 0.295, 0.256], [-0.012, -0.021, 0.025], [0.010, -0.009, -0.020], [0.320, 0.215, 0.046], [0.625, 0.275, 0.137], [-0.002, -0.017, -0.005], [0.230, -0.034, 0.221], [0.093, 0.103, -0.018], [-0.100, -0.067, 0.163], [-0.135, 0.176, -0.139], [-0.028, 0.023, -0.011], [-0.027, 0.064, 0.032], [0.003, 0.005, 0.005], [0.355, 0.707, 0.509], [-0.001, -0.019, 0.002], [0.111, -0.052, 0.012], [-0.036, -0.019, 0.055], [0.021, 0.097, -0.006], [-0.064, 0.049, -0.086], [0.061, 0.010, -0.036], [0.005, 0.020, 0.000], [0.003, -0.017, 0.035], [-0.009, -0.062, -0.014], [-0.006, 0.001, 0.004], [0.145, -0.019, -0.125], [-0.043, -0.010, 0.075], [0.016, -0.015, 0.030], [-0.009, 0.001, 0.010], [-0.125, 0.075, 0.123], [-0.035, 0.025, 0.000], [-0.887, -0.094, 0.231], [-0.038, 0.001, -0.009], [0.021, 0.019, 0.023], [0.006, -0.010, 0.001], [0.011, -0.041, 0.002], [0.065, -0.151, -0.148], [0.065, 0.064, 0.001], [0.007, 0.010, -0.017], [-0.001, 0.010, -0.033], [-0.004, 0.033, 0.020], [0.092, -0.466, -0.118], [0.007, 0.000, 0.004], [-0.139, 0.009, 0.007], [-0.020, -0.003, -0.035], [-0.028, 0.006, 0.032], [-0.006, -0.038, 0.090], [0.016, -0.070, -0.034], [-0.008, -0.010, 0.014], [0.134, -0.104, 0.034], [0.019, 0.001, -0.022], [0.000, -0.014, 0.037], [-0.050, -0.196, -0.044], [-0.062, -0.013, 0.044], [0.016, 0.006, 0.010], [0.002, 0.013, 0.005], [0.031, -0.013, 0.021], [-0.009, -0.152, -0.009], [0.035, 0.015, -0.003], [-0.004, 0.008, 0.000], [-0.005, 0.007, 0.003], [-0.291, 0.218, 0.110], [0.405, -0.111, -0.314], [0.011, 0.003, -0.015], [0.058, 0.002, -0.052], [0.038, 0.039, -0.061], [0.060, 0.088, -0.323], [-0.065, -0.006, 0.018], [-0.044, 0.126, 0.038]],
  "lowdin_charge": [0.1112, -0.1621, 0.1504, 0.1133, 0.1918, -0.0796, -0.1907, 0.1131, -0.1812, 0.1123, 0.1158, 0.1316, -0.2061, 0.1271, 0.0855, 0.1207, 0.1070, -0.1726, 0.1504, 0.0915, 0.1178, 0.0694, -0.1564, -0.1371, -0.1320, -0.0307, 0.1120, 0.1589, -0.1763, 0.1915, -0.2063, 0.1183, -0.1663, 0.1151, 0.0005, 0.1128, -0.2126, -0.2079, -0.2021, -0.1682, -0.1684, 0.1124, 0.1149, -0.2104, 0.1123, 0.1554, -0.2113, 0.1157, 0.1156, -0.1524, 0.1144, -0.4477, 0.1190, 0.1183, 0.1181, 0.1182, -0.1663, -0.1652, 0.1110, 0.1034, 0.1125, 0.1064, 0.1113, 0.1130, 0.1119, 0.1144, -0.1664, -0.1688, 0.1117, 0.1136, 0.1115, 0.1194, -0.0344, -0.1712, 0.1213, 0.1154, 0.1178, 0.1318, 0.1168, 0.1150, 0.1117, 0.1310, 0.0176, 0.1112, -0.2020, -0.2053, 0.1481, -0.1664, -0.1850]
}


# 2
{
  "formula": "C29H52IN13O3ReSi4Te",
  "method": "ωB97M-V/def2-TZVPD",
  "homo_lumo_gap_ev": [5.90, 6.99],
  "e_homo_ha": [-0.27146, -0.30334],
  "relative_energy_ev": 3.153,
  "spin_multiplicity": 4,
  "elements": ["N", "N", "C", "N", "H", "C", "C", "H", "H", "H", "H", "C", "N", "C", "C", "H", "Te", "N", "H", "C", "H", "H", "N", "H", "C", "H", "H", "C", "H", "H", "H", "C", "H", "N", "H", "H", "H", "Si", "H", "H", "H", "H", "H", "C", "H", "H", "H", "H", "H", "C", "N", "H", "H", "H", "I", "C", "H", "H", "H", "C", "H", "H", "H", "H", "C", "H", "C", "C", "Si", "H", "C", "H", "C", "H", "Si", "C", "N", "O", "H", "H", "Si", "N", "C", "H", "H", "C", "H", "C", "H", "H", "C", "Re", "C", "H", "C", "N", "C", "C", "C", "O", "N", "N", "O", "H"],
  "positions_angstrom": [[4.202586, 0.251728, 1.853931], [3.139931, -0.148961, -0.322967], [-4.156659, -3.037169, 5.719350], [2.314469, -1.930187, -3.438247], [-2.623451, 2.586640, -4.754570], [2.360845, -2.816320, -2.403205], [-0.634759, -6.396332, 3.837435], [4.040681, -0.829437, -3.886468], [2.691273, -5.700222, -3.728337], [-5.097964, 2.601687, -1.411541], [1.353603, -5.742565, 3.313719], [-1.985066, -6.286502, 3.514602], [5.042227, 1.025374, -0.194685], [-0.147810, -4.578938, 2.313827], [3.968484, -4.735901, -1.658677], [1.861289, -3.495101, -0.715020], [-0.277466, 0.590567, -0.544678], [3.249402, -0.504011, 3.941641], [-6.275828, -3.392566, 5.509509], [-2.399166, -5.184974, 2.711847], [-3.315725, 5.462003, -2.313826], [-1.533470, 1.148941, -4.645338], [1.923276, -0.489119, 2.096441], [-4.677951, 0.244698, 3.739143], [-3.470431, 3.380376, 0.986634], [-2.385597, 6.156954, -1.002625], [-2.173693, 0.757508, 4.823919], [-3.228895, -1.055272, 4.848031], [1.945094, -4.205630, -4.270769], [3.709965, -5.805333, -1.575272], [0.015205, 3.560187, 2.362457], [4.139979, 0.288024, 0.460161], [-3.816922, 1.437535, -1.973741], [3.044739, -3.959577, -2.591386], [-0.280439, 5.156148, -5.134761], [-1.718328, 5.083919, -3.837972], [1.325413, -0.324002, -4.310853], [-0.676589, 2.948457, -1.419720], [-4.519029, 3.748213, 1.080708], [-3.503750, -5.132461, 2.694448], [-6.504899, -1.348249, 3.924363], [0.763978, 6.701329, 0.632063], [-3.568210, 2.321904, 1.334936], [-1.506788, -4.352107, 2.123321], [5.111226, 0.372154, 2.298821], [1.867670, 1.914783, -3.454137], [-0.572144, -0.361616, 3.188481], [2.128183, 3.534272, -4.224355], [-4.099228, 3.094348, -2.809947], [2.509124, 4.311534, -0.780787], [1.766172, -2.611512, -1.238524], [4.925038, -4.563434, -2.075822], [-1.321035, -0.589484, 5.416501], [-2.891297, 4.052329, 1.691847], [-3.258990, -7.493803, 4.533976], [-5.442659, -2.675433, 5.300696], [3.689315, -4.398909, -4.606374], [4.094221, -2.637458, -4.124066], [1.636112, 4.301453, 2.441624], [1.473020, 2.683711, -4.200206], [3.108972, 5.137721, -0.396067], [1.475944, 2.648811, 1.880252], [-0.460678, 6.132654, -0.518840], [1.703204, -0.077427, -2.675420], [0.287903, -5.593658, 3.176419], [-0.014253, 5.766472, -3.607284], [-4.124399, 2.472144, -1.877856], [-3.123859, 5.385005, -1.247061], [0.832505, 4.221715, 0.024502], [-1.935954, -3.618385, 1.423240], [1.333755, -0.846586, -3.383619], [-0.709272, 5.751289, 1.183020], [-4.467623, -0.686615, 4.225714], [3.218061, -1.547192, -5.272841], [-0.268865, 3.082661, -3.714401], [3.148590, -0.254666, 2.594983], [4.644557, 0.937528, -1.494136], [0.441428, -2.602881, 1.030112], [-1.236202, 2.500717, -5.790198], [3.866800, -4.194381, -0.709651], [-2.960792, 3.545139, -0.786224], [3.494463, 0.331668, -1.562056], [0.904547, -3.777792, 1.470893], [-3.855023, -3.900795, 6.270009], [-4.141204, 5.802091, -0.863444], [-5.539744, -1.560836, 4.498959], [3.097003, 3.415253, -0.574454], [0.028729, 5.887372, 0.397666], [-0.250849, -7.192289, 4.563091], [0.313367, -1.100537, -3.181432], [-1.596665, 2.190939, -4.800755], [1.359595, -1.131558, 0.101748], [2.886236, -4.599206, -3.875985], [2.454572, 4.316125, -1.877202], [-1.970443, -0.272787, 4.631563], [1.238175, -0.911229, 3.232102], [3.516381, -1.699684, -4.245685], [0.976366, 3.610197, 1.778968], [-0.664550, 4.999023, -4.122436], [1.997123, -4.185095, 1.106595], [1.998112, -0.988047, 4.270000], [-3.123187, -2.154179, 5.528287], [-1.561022, -0.313776, 3.284372], [1.449916, 2.140889, -5.140999]],
  "forces_ev_per_angstrom": [[-0.608, -0.810, -0.608], [0.791, 1.021, -0.432], [0.377, 3.097, -0.418], [-0.963, -0.355, 0.814], [0.412, -0.280, 0.450], [0.389, 1.237, 0.281], [0.744, -1.405, 0.399], [0.317, 0.257, 0.221], [0.603, 1.023, -0.188], [-0.294, -0.349, -0.181], [-0.103, 0.054, 0.052], [1.470, 1.962, 0.012], [-0.576, -1.499, -0.826], [1.679, 0.458, -0.773], [-2.329, 2.055, 0.196], [-0.434, 0.531, 0.090], [-1.970, 0.593, -0.124], [-0.963, -0.436, -2.173], [0.632, 0.975, -0.397], [-1.905, -2.630, 1.825], [0.302, -0.057, -0.420], [-0.218, -1.270, -0.153], [0.313, -0.213, 1.603], [0.371, 0.163, -0.503], [-0.472, 0.110, 1.386], [-0.033, -0.584, 0.139], [-0.359, 1.056, 0.501], [-1.565, 0.956, -1.796], [0.271, -0.134, -0.442], [-0.078, 0.660, -0.115], [0.693, -0.082, -0.813], [0.675, 1.743, 1.537], [-0.076, 0.002, -0.230], [1.054, -2.185, -0.452], [-1.161, -0.115, -0.419], [0.196, 0.599, -0.815], [0.142, 0.105, -1.127], [0.436, 0.663, 1.151], [0.512, 0.001, -0.357], [0.769, 0.614, -0.686], [1.182, -0.250, 1.252], [-0.655, -0.770, -0.003], [0.649, 0.813, -0.064], [-0.159, 0.709, -1.122], [-0.553, -0.057, -0.248], [-0.192, 1.135, -0.814], [-0.973, -0.325, 0.513], [0.279, 0.325, -0.094], [-0.234, -1.121, 0.294], [0.309, -0.362, -0.356], [0.137, -0.645, -0.801], [1.236, -0.261, -0.175], [1.219, -0.550, 0.010], [-0.403, -1.110, -0.661], [-0.882, -0.509, 0.259], [0.657, -2.374, 0.384], [-0.189, -0.449, 0.321], [0.167, 1.187, -0.418], [-0.945, -0.717, -1.381], [0.087, -2.133, 1.181], [-0.090, 0.168, -0.192], [-0.121, -0.335, -0.019], [-0.520, 0.760, -0.511], [-0.490, -0.577, -0.272], [-0.069, 0.624, -0.407], [-0.879, -0.943, 0.228], [0.699, 2.200, 0.198], [-2.211, 0.746, 0.129], [-0.432, 0.204, 0.494], [0.747, -0.023, 0.554], [1.240, 0.973, 0.589], [-0.026, 0.158, 0.096], [-0.146, -1.895, 1.989], [0.047, -0.093, -0.362], [-1.488, 2.104, -0.307], [0.880, 0.072, 1.865], [-1.521, -0.130, 1.131], [-0.495, -0.772, 0.635], [-0.050, -0.528, -0.147], [0.386, -0.652, 0.081], [0.468, -0.298, -0.493], [0.982, -0.207, -0.578], [-1.326, 0.196, -0.195], [-0.337, -0.575, 0.259], [1.568, -0.818, -0.157], [-1.267, 1.845, -2.033], [-0.082, -0.207, 0.215], [1.095, 0.269, -0.500], [-0.709, 1.234, -1.167], [-0.310, -0.751, 0.386], [0.873, 2.022, 0.134], [2.586, -0.866, 2.112], [-1.027, -0.846, -0.446], [-0.008, 0.435, 0.209], [-0.730, 0.728, -0.159], [-0.692, -0.829, 0.047], [-0.424, -1.273, 0.470], [0.574, 0.168, 2.063], [1.984, -0.894, 1.175], [-0.302, -0.354, 0.790], [0.826, 1.759, -2.149], [-0.081, -2.547, 0.827], [0.891, -0.514, -0.479], [0.208, 0.200, -0.388]],
  "lowdin_spin": [0.0150, 0.0357, 0.0000, 0.0189, 0.0000, 0.0233, 0.0000, 0.0007, 0.0003, -0.0001, 0.0000, 0.0007, -0.0002, -0.0001, 0.0011, 0.0056, 0.1819, 0.0002, 0.0000, -0.0001, 0.0000, 0.0003, 0.0326, 0.0000, 0.0000, 0.0000, 0.0000, 0.0000, 0.0002, 0.0001, 0.0002, 0.0196, 0.0000, 0.0128, 0.0014, 0.0000, 0.0007, 0.0878, -0.0001, 0.0000, 0.0000, 0.0009, 0.0003, 0.0008, 0.0007, 0.0004, -0.0001, 0.0000, 0.0000, 0.0012, 0.0438, 0.0005, 0.0000, 0.0000, 0.0002, 0.0000, 0.0001, 0.0000, -0.0001, 0.0006, 0.0002, 0.0008, 0.0005, 0.0044, 0.0006, 0.0001, -0.0009, -0.0005, 0.0148, 0.0000, 0.0108, 0.0000, 0.0000, 0.0001, 0.0176, 0.0162, 0.0286, 0.0968, 0.0000, 0.0001, -0.0042, 0.0111, 0.0127, 0.0000, -0.0003, 0.0000, 0.0001, 0.0062, 0.0000, 0.0033, 0.0003, 2.2206, 0.0010, 0.0001, 0.0000, 0.0048, 0.0017, 0.0023, 0.0093, 0.0301, 0.0213, 0.0000, 0.0010, 0.0001]
}


Number 1: total energy -48067.8871 eV. Number 2: total energy -105462.7951 eV.